The following is a quantum chemistry calculation of C47H55N3O2P2Pt as an isolated structure, from the Open Molecules 2025 dataset.

Each line ends with the Mulliken charge.
Element x y z (Å)
Pt -0.125527 -0.098875 -0.259160  1.38
C -6.722336 -2.170889 -0.034726  -1.55
C -6.088432 -1.775164 -1.375382  2.08
C -6.078868 -2.988309 -2.317107  -1.61
C -6.940240 -0.675041 -2.011814  -2.18
C -4.653836 -1.312273 -1.130894  0.79
C -4.222683 0.002766 -1.379117  -1.02
C -2.907338 0.338202 -1.154822  -0.67
N -2.001212 -0.528468 -0.697675  -0.02
C -2.399629 -1.802841 -0.362663  -0.03
C -3.723824 -2.192907 -0.624147  -0.43
C -1.401194 -2.597514 0.269427  0.05
C -1.614781 -3.948672 0.726353  -0.51
C -0.657513 -4.706959 1.296685  -0.24
C 0.676104 -4.095031 1.605488  -0.36
C 0.724802 -2.571378 1.308653  -1.05
N -0.194173 -2.012195 0.381953  -0.33
C -0.916756 -6.180642 1.621201  2.07
C 0.346919 -6.886276 2.126403  -1.97
C -1.998653 -6.293899 2.705232  -1.64
C -1.394544 -6.917988 0.359097  -1.69
H -7.747954 -2.517144 -0.188979  0.44
H -6.745862 -1.317227 0.646494  0.36
H -6.162417 -2.972782 0.449401  0.32
H -7.102456 -3.268995 -2.577741  0.45
H -5.601095 -3.854009 -1.855058  0.33
H -5.539810 -2.756940 -3.238277  0.37
H -7.944908 -1.055839 -2.204099  0.44
H -6.516120 -0.347135 -2.963626  0.43
H -7.031536 0.191311 -1.353336  0.37
H -4.890225 0.764639 -1.752275  0.49
H -2.530319 1.333824 -1.345047  0.64
H -4.008287 -3.212820 -0.401819  0.39
H -2.586823 -4.385603 0.525825  0.33
H 1.495700 -4.671753 1.169278  0.83
H 1.734978 -2.251472 1.060390  0.58
H 0.755069 -6.401995 3.016324  0.24
H 1.123246 -6.910776 1.359016  0.36
H 0.104810 -7.918510 2.387538  0.53
H -1.659609 -5.846087 3.642734  0.33
H -2.237982 -7.344838 2.895270  0.47
H -2.914637 -5.785161 2.400477  0.27
H -0.693787 -6.761668 -0.463088  0.39
H -2.375810 -6.565180 0.037113  0.32
H -1.467569 -7.992155 0.552827  0.44
O 1.881822 0.127914 0.371391  -0.77
P 2.252177 1.446332 1.026474  1.18
C 1.734664 1.619880 2.793435  -1.43
P 0.514223 0.434034 3.446165  1.40
O -0.813728 0.503269 2.792264  -0.81
C 1.303744 -1.181357 3.381344  0.15
C 2.584688 -1.407753 3.691343  -0.23
C 3.128186 -2.771833 3.701095  -1.21
C 2.362495 -3.844174 3.492387  -1.06
C 0.916450 -3.751169 3.116014  0.97
C 0.469160 -2.295017 2.837251  -0.94
C 0.373393 0.882504 5.198403  0.36
C 1.469157 1.031176 6.047356  -0.36
C 1.277199 1.357931 7.380840  -0.73
C -0.010180 1.529740 7.873835  -0.44
C -1.104608 1.377883 7.034396  -0.71
C -0.914772 1.056286 5.696240  -0.43
C 4.049691 1.507501 1.126350  0.22
C 4.771739 0.504821 0.484619  -0.49
C 6.158310 0.496306 0.560028  -0.82
C 6.822039 1.488482 1.267889  -0.54
C 6.103691 2.491541 1.907651  -0.87
C 4.719959 2.501352 1.840267  -0.53
C 1.601402 2.893111 0.252148  0.27
C 0.116118 2.822100 -0.042902  -0.30
C -0.445250 4.197140 -0.265765  -1.06
C 0.327880 5.296450 -0.395579  -0.58
C 1.750132 5.211047 -0.366939  -1.11
C 2.365215 4.001867 -0.039034  -0.05
H 1.294074 2.609391 2.933802  0.70
H 2.641616 1.567967 3.398141  0.82
H 3.248613 -0.601575 3.989665  0.25
H 4.175341 -2.895695 3.952674  0.46
H 2.784032 -4.841138 3.585957  0.41
H 0.296428 -4.325668 3.809192  0.71
H -0.596206 -2.142459 3.003490  0.61
H 2.475903 0.882198 5.672187  0.14
H 2.129512 1.474436 8.038367  0.41
H -0.158794 1.782904 8.916314  0.38
H -2.107257 1.510170 7.420606  0.40
H -1.752403 0.941598 5.019084  0.45
H 4.236673 -0.262322 -0.061082  0.42
H 6.719991 -0.285120 0.064538  0.44
H 7.903364 1.482702 1.322095  0.41
H 6.625315 3.263916 2.458818  0.42
H 4.158260 3.282145 2.342290  0.48
H -0.415378 2.411770 0.826888  0.09
H -1.526523 4.279882 -0.285512  0.45
H -0.133452 6.264466 -0.554842  0.38
H 2.347091 6.088981 -0.573759  0.42
H 3.446781 3.944944 0.027483  0.48
C -0.470237 0.961500 -3.335941  -1.84
C 0.391612 1.874985 -2.452866  1.63
C 0.304996 3.276744 -3.063236  -1.82
C 1.849619 1.382681 -2.584963  -1.40
N -0.146020 1.780094 -1.070849  0.20
H -0.114343 1.007670 -4.368335  0.54
H -1.514508 1.280799 -3.315478  0.34
H -0.417110 -0.073907 -2.999961  0.27
H 0.524977 3.207267 -4.131137  0.53
H 1.025833 3.959977 -2.620130  0.32
H -0.697667 3.694624 -2.945250  0.31
H 2.147025 1.344969 -3.637200  0.59
H 1.943806 0.381773 -2.161510  0.11
H 2.536880 2.050293 -2.062693  0.25

Atomic forces in eV per Å
0.6 -0.3 -0.1
0.0 0.0 0.0
0.0 0.0 0.0
0.0 0.0 0.0
0.0 0.0 0.0
0.0 -0.1 0.0
0.0 0.0 0.0
-0.1 0.1 -0.1
-0.3 -0.1 0.2
0.1 0.0 0.0
-0.1 0.0 0.0
0.1 0.0 0.0
0.0 0.0 -0.1
0.0 0.0 0.0
0.0 0.1 -0.1
-0.1 -0.1 0.2
-0.2 0.1 0.2
0.0 0.0 0.0
0.0 0.0 0.0
0.0 0.0 0.0
0.0 0.0 0.0
0.0 0.0 0.0
0.0 0.0 0.0
0.0 0.0 0.0
0.0 0.0 0.0
0.0 0.0 0.0
0.0 0.0 0.0
0.0 0.0 0.0
0.0 0.0 0.0
0.0 0.0 0.0
0.0 0.0 0.0
0.1 0.0 0.0
0.0 0.0 0.0
0.0 0.0 0.0
0.0 0.0 -0.1
0.0 0.0 0.0
0.0 -0.1 0.0
0.0 0.0 0.0
0.0 0.0 0.0
0.0 0.0 0.0
0.0 0.0 0.0
0.0 0.0 0.0
0.0 0.0 0.0
0.0 0.0 0.0
0.0 0.0 0.0
-0.3 0.2 0.1
0.2 0.0 0.3
-0.1 -0.1 -0.2
-0.1 0.1 0.1
0.0 0.0 0.0
-0.1 -0.1 -0.1
0.0 -0.1 0.1
0.1 0.1 0.0
-0.1 0.0 0.0
0.0 0.0 0.1
0.1 0.0 -0.2
0.1 0.0 0.0
-0.1 0.0 0.0
0.0 0.0 0.0
-0.1 0.0 0.0
0.0 0.0 0.0
0.0 0.0 0.0
0.0 0.0 -0.1
0.0 0.0 0.0
0.0 0.0 0.0
0.0 0.0 0.0
0.0 0.0 0.0
0.0 0.0 0.0
-0.1 0.1 -0.1
0.3 -0.2 -0.3
0.0 -0.1 0.0
0.1 0.1 0.0
-0.2 0.0 0.0
0.0 -0.2 0.2
0.0 0.0 0.0
0.0 0.0 0.0
0.0 0.0 0.0
0.0 0.0 0.0
0.0 0.0 0.0
0.0 0.0 0.0
0.0 0.0 0.0
0.0 0.0 0.0
0.0 0.0 0.0
0.0 0.0 0.0
0.0 0.0 0.0
0.0 0.0 0.0
0.0 0.0 0.0
0.0 0.0 0.0
0.0 0.0 0.0
0.0 0.0 0.0
0.0 0.0 0.0
0.0 0.0 0.1
0.0 0.0 -0.1
0.0 0.0 0.0
0.0 0.0 0.0
0.0 0.1 0.0
0.0 0.0 0.0
0.2 -0.1 0.1
-0.1 0.0 0.1
-0.1 0.0 0.0
-0.4 0.4 -0.1
0.0 0.0 0.0
0.1 0.0 0.0
0.0 0.0 0.0
0.0 0.0 0.0
0.0 0.1 0.0
0.0 0.0 0.0
0.0 0.0 0.0
0.0 0.0 0.0
0.0 0.0 0.0

The molar mass is 951.002 g mol⁻¹. The expectation value of S² is 2.0609. Its frontier orbital gap (spin up / spin down) is 0.201 / 0.218 Ha. The multiplicity is 3. Its LUMO energy (spin up / spin down) is 0.32 / -0.81 eV. As for the energy relative to the best compared isomer or geometry (same formula, charge and spin): 22.1 kcal per mole. The energy is -80021.6531 eV.

=====

The following is a quantum chemistry calculation of C38H32CuN7OSb as an isolated structure, from the Open Molecules 2025 dataset.

Each line ends with the Mulliken charge.
Element x y z (Å)
Cu -1.344939 0.457496 2.350485  -0.30
N 3.055800 0.845721 1.947055  0.16
C 1.745076 1.094739 1.911806  -0.49
N 0.826128 0.350489 2.445508  -0.37
C 1.218872 -0.819518 3.117902  0.27
N 0.375907 -1.573933 3.741755  -0.65
N -0.911922 -1.090374 3.612699  0.27
C -1.714528 -1.311491 4.562533  -0.35
C -3.023932 -0.606917 4.510488  0.80
C -4.140369 -1.072324 5.185864  -0.79
C -5.310460 -0.332220 5.131774  -0.21
C -5.323421 0.852107 4.415657  -0.71
C -4.169685 1.237509 3.755128  -0.19
N -3.037956 0.528992 3.790609  -0.33
C 2.641559 -1.190872 3.115360  1.13
C 3.108967 -2.374232 3.690463  -0.29
C 4.454161 -2.671412 3.666150  -0.85
C 5.354468 -1.785659 3.068151  -0.49
C 4.910941 -0.611973 2.501349  -0.93
C 3.551932 -0.325038 2.529079  0.30
H 3.694999 1.494299 1.524883  0.29
H 1.450811 1.984973 1.366661  0.44
H -1.431579 -1.911215 5.426981  0.46
H -4.087255 -2.005842 5.738621  0.40
H -6.202926 -0.675400 5.643306  0.43
H -6.205827 1.477716 4.380992  0.40
H -4.142095 2.152546 3.176441  0.45
H 2.390906 -3.040202 4.153327  0.48
H 4.815914 -3.590297 4.111284  0.43
H 6.411891 -2.018821 3.049621  0.44
H 5.608126 0.078030 2.034858  0.41
N -1.200160 3.783234 -2.178132  -0.20
C -2.538631 3.694346 -1.925076  0.00
O -3.365769 4.462163 -2.377076  -0.63
C -2.966168 2.564276 -1.024071  0.55
C -4.230153 2.011976 -1.183656  -0.30
C -4.598069 0.941847 -0.387950  -0.86
C -3.701212 0.475882 0.560039  -0.51
N -2.504594 1.039305 0.763263  0.51
C -2.156205 2.063849 -0.028065  -0.58
H -0.913383 4.492956 -2.832988  0.28
H -0.576770 3.000102 -2.046109  0.01
H -4.887558 2.420404 -1.943094  0.50
H -5.563952 0.461687 -0.499210  0.47
H -3.941829 -0.380720 1.180188  0.60
H -1.177827 2.493264 0.150391  0.73
C 2.586003 3.422144 -4.044005  -0.59
C 1.473369 2.767235 -4.555889  -0.56
C 0.854965 1.755635 -3.821558  -0.28
C 1.347024 1.391170 -2.566581  0.05
C 2.468698 2.061026 -2.060190  -0.49
C 3.089386 3.065472 -2.795350  -0.49
Sb 0.371904 -0.052876 -1.321946  1.09
C -0.777726 -0.956468 -2.869932  -0.12
C -2.108604 -0.554269 -3.020456  -0.08
C -2.906789 -1.105423 -4.020069  -0.57
C -2.380359 -2.071086 -4.870474  -0.55
C -1.059963 -2.484347 -4.721798  -0.72
C -0.260331 -1.932542 -3.725924  -0.19
C 1.992703 -1.439265 -1.255377  0.43
C 3.017452 -1.456063 -2.209369  -0.30
C 4.062447 -2.368311 -2.101864  -0.70
C 4.097860 -3.269564 -1.042352  -0.69
C 3.086202 -3.265703 -0.091089  -0.51
C 2.038693 -2.352896 -0.195889  -0.72
H 3.065168 4.207641 -4.617601  0.38
H 1.088756 3.035571 -5.533513  0.42
H -0.006375 1.241076 -4.237901  0.40
H 2.880644 1.776422 -1.092517  0.24
H 3.965718 3.567973 -2.401294  0.40
H -2.529219 0.197714 -2.358205  0.21
H -3.937364 -0.785477 -4.131208  0.44
H -3.000330 -2.504996 -5.648460  0.38
H -0.651776 -3.239976 -5.384622  0.40
H 0.764911 -2.270050 -3.616298  0.36
H 3.007645 -0.748938 -3.033407  0.47
H 4.849616 -2.378290 -2.849044  0.42
H 4.912445 -3.980818 -0.963016  0.41
H 3.110408 -3.968584 0.732679  0.47
H 1.239536 -2.374589 0.539276  0.41

Atomic forces in eV per Å
0.0 0.1 -0.4
-0.1 -0.2 0.1
-0.1 -0.2 0.0
0.0 0.0 0.2
0.2 0.0 -0.1
-0.1 0.2 -0.2
0.4 0.0 -0.2
-0.6 0.1 0.4
0.3 -0.1 0.0
0.0 -0.2 0.2
-0.1 -0.1 0.1
-0.1 0.1 0.0
0.2 -0.1 -0.1
-0.2 0.0 0.2
-0.3 0.0 0.1
-0.1 -0.1 0.1
0.0 0.0 0.0
0.1 -0.1 0.0
0.1 0.1 -0.1
0.0 0.2 -0.1
0.1 0.1 -0.1
0.0 0.0 0.1
-0.1 0.0 -0.1
0.0 0.1 -0.1
0.1 0.0 0.0
0.0 0.0 0.0
0.0 0.0 0.0
0.1 0.0 0.0
0.0 0.1 0.0
-0.1 0.0 0.0
-0.1 -0.1 0.0
-0.3 0.0 0.2
0.0 0.1 -0.2
0.3 -0.2 0.1
0.0 0.1 -0.1
-0.1 0.0 -0.1
-0.1 0.0 -0.1
0.1 0.0 0.0
0.0 0.1 0.0
0.2 -0.2 0.2
0.0 0.0 0.0
-0.1 0.1 0.0
0.0 0.0 0.1
0.1 0.0 0.0
0.0 0.1 0.0
0.0 0.0 0.0
0.0 0.0 0.1
0.0 -0.1 0.1
0.2 0.0 0.0
0.1 0.2 0.0
-0.1 0.1 -0.2
-0.1 -0.1 0.0
0.1 -0.2 -0.1
-0.2 -0.1 -0.1
0.1 -0.1 -0.1
0.1 0.0 0.0
0.0 0.0 0.0
0.0 0.1 0.0
-0.2 0.1 0.0
0.2 -0.1 0.0
0.0 0.0 0.2
-0.1 0.0 0.0
0.0 0.0 0.0
-0.1 0.1 -0.1
0.1 0.0 -0.2
0.0 -0.1 0.0
0.0 0.0 0.1
0.1 0.0 0.0
0.0 0.0 -0.1
-0.1 0.0 0.0
0.0 -0.1 0.0
0.1 0.0 0.0
0.1 0.0 0.1
0.0 0.1 0.1
-0.1 0.0 0.0
0.0 0.0 0.0
-0.1 0.0 0.1
0.0 0.1 0.0
0.0 0.0 0.0
0.0 0.0 0.0

The molar mass is 788.028 g mol⁻¹. Its frontier orbital gap is 0.279 Ha. The multiplicity is 1. Its charge is +1. Its LUMO energy is -2.90 eV. As for the energy relative to the best compared isomer or geometry (same formula, charge and spin): 0.0 kcal per mole. The energy is -103576.5493 eV.

=====

> The highest energy belongs to which entry?

C47H55N3O2P2Pt

=====

> molar mass of number 2 (C38H32CuN7OSb)?

788.028 g mol⁻¹

=====

> What is the energy relative to the best compared isomer or geometry (same formula, charge and spin) in the first record?

22.1 kcal per mole

=====

> Look up the energy of the second one.

-103576.5493 eV